No. 1
Entry from the OMol25 dataset: C22H50P2Si2Sn as an isolated structure in a non-equilibrium geometry (ωB97M-V/def2-TZVPD).

Element x y z (Å)
P -0.68673 3.31755 1.10880
P -1.93416 1.25455 -1.31546
C -2.25914 3.68292 0.18775
C -2.97616 2.43339 -0.29922
H -2.01275 4.42915 -0.58172
H -2.88475 4.18039 0.93612
H -3.31057 1.84429 0.56311
H -3.84829 2.70411 -0.90350
C -2.49047 1.99707 -2.94570
H -2.31129 1.27289 -3.75213
H -1.93196 2.91640 -3.17340
H -3.55802 2.24415 -2.92102
C -2.94258 -0.28361 -1.40120
H -3.63852 -0.35582 -2.24988
H -3.49399 -0.32375 -0.45072
H -2.19905 -1.10275 -1.48427
C -0.17071 5.06180 1.41722
H 0.48416 5.11679 2.29787
H -1.04351 5.70869 1.56636
H 0.39081 5.45199 0.55331
C -1.25158 2.64122 2.67284
H -1.93436 1.79950 2.47333
H -1.77518 3.45268 3.20062
H -0.38584 2.29001 3.25313
Sn -1.47364 -1.42614 1.02750
C 0.11392 2.31930 -2.00622
C 0.16519 3.69937 -1.89912
C 1.48550 4.38272 -1.93816
C 2.64868 3.84469 -0.95765
C 2.22274 3.69725 0.43667
C 1.34170 2.72316 0.98646
C 1.00232 1.38584 0.29168
C 1.07716 1.37961 -1.25297
C -0.17121 -1.21936 2.75532
H -0.20784 1.85591 -2.99120
H -0.68528 4.31980 -2.21569
H 1.43206 5.46175 -1.69456
H 1.86070 4.28328 -2.97893
H 3.28201 3.01815 -1.36292
H 3.30617 4.73497 -0.94801
H 2.59857 4.51345 1.10999
H 1.48804 2.59374 2.07918
H -0.03823 1.06957 0.56163
H 1.62414 0.60884 0.77417
H 2.12120 1.45889 -1.59572
H 0.80845 0.35130 -1.51976
H -0.18590 -2.09638 3.39924
H -0.54261 -0.34752 3.29214
H 0.83445 -1.04950 2.36487
C 2.23491 -3.77846 -1.95960
Si 1.83458 -2.95903 -0.30960
C 2.81895 -3.79302 1.07663
C 2.81689 -1.35045 -0.40512
C -0.06364 -2.97460 -0.06011
Si -0.72309 -4.58850 0.67371
C 0.01746 -4.99805 2.35272
C -2.58907 -4.66868 0.87977
C -0.23718 -6.02785 -0.44500
H 3.26660 -4.15808 -1.95759
H 2.16866 -3.03523 -2.76671
H 1.56749 -4.60763 -2.21561
H 3.87885 -3.50745 0.97724
H 2.49323 -3.46615 2.07293
H 2.77300 -4.88757 1.03867
H 2.63243 -0.76795 -1.31778
H 2.64506 -0.72057 0.47455
H 3.89284 -1.59990 -0.38819
H -0.47942 -2.90492 -1.08112
H -0.12246 -4.19716 3.08621
H -0.47276 -5.90261 2.74413
H 1.08986 -5.21299 2.30353
H -3.08850 -4.92194 -0.06673
H -2.83139 -5.47430 1.59238
H -3.04414 -3.74395 1.26512
H -0.82082 -6.04239 -1.37445
H 0.82358 -6.02232 -0.72244
H -0.42558 -6.98453 0.06229

Atomic forces in eV per Å
P -0.493 2.050 -1.093
P -1.467 0.987 -0.507
C -0.123 0.169 0.827
C 0.006 -0.502 -0.153
H -0.153 -0.447 0.156
H -0.298 0.158 -0.188
H -0.116 0.168 0.005
H -0.062 -0.086 0.291
C 0.117 -0.142 -0.122
H 0.014 0.198 0.082
H -0.301 -0.311 0.061
H 0.129 -0.243 -0.027
C -0.572 -0.069 -0.267
H 0.149 0.225 0.177
H 0.090 -0.447 -0.588
H -0.784 0.231 0.042
C -0.710 0.154 0.388
H -0.172 0.019 -0.257
H 0.117 -0.032 0.152
H -0.118 -0.429 0.203
C -0.456 0.324 0.587
H 0.206 0.291 0.197
H 0.002 -0.520 0.270
H -0.377 0.090 -0.077
Sn 1.466 -0.907 0.297
C 1.905 0.268 -1.129
C -0.404 -1.405 -0.816
C 1.630 0.068 1.569
C 0.158 1.439 -1.486
C -0.659 -1.239 2.423
C 2.519 -0.049 -1.318
C 0.620 -0.017 0.504
C 0.455 -0.443 -0.142
C -0.127 0.220 -0.262
H -0.324 0.597 1.695
H 0.377 -0.377 -0.646
H -0.268 -0.436 -0.249
H -0.194 0.235 0.430
H -0.808 0.470 0.109
H 0.148 -0.592 -0.129
H -0.494 -1.096 -0.425
H -0.555 0.303 -0.492
H 0.706 0.325 -0.121
H 0.000 0.467 -0.797
H -0.323 0.189 0.147
H -0.186 0.120 -0.183
H 0.070 0.023 0.073
H 0.256 0.004 0.264
H 0.064 0.005 0.272
C -0.052 -0.140 -0.180
Si 0.186 0.047 0.245
C 0.019 -0.243 0.089
C 0.005 0.248 -0.042
C -0.507 0.693 0.306
Si 0.918 -0.342 -0.378
C -0.007 -0.050 0.243
C -0.342 -0.049 0.023
C -0.127 -0.317 -0.062
H -0.189 0.082 0.024
H -0.029 -0.134 0.143
H 0.126 0.111 0.018
H -0.345 -0.085 -0.070
H 0.028 -0.076 -0.186
H -0.008 0.138 0.087
H 0.026 -0.079 0.345
H 0.174 -0.193 -0.296
H -0.418 -0.097 -0.105
H 0.043 -0.183 0.073
H 0.004 -0.141 -0.036
H 0.039 0.226 -0.085
H -0.278 0.062 -0.030
H 0.106 0.209 0.180
H 0.086 0.254 -0.177
H -0.034 -0.230 -0.050
H 0.104 0.070 0.095
H -0.169 0.074 0.130
H -0.018 0.141 -0.053

**Energy above the lowest of the compared OMol25 structures with the same formula, charge and spin**: 439.75 kJ/mol
**Gap between HOMO and LUMO (alpha / beta)**: 5.340 / 5.339 eV
**Calculated total energy**: -63783.53659 eV
**HOMO (alpha / beta)**: -5.94 / -5.94 eV

No. 2
Entry from the OMol25 dataset: a 4-piece molecular cluster, C22H51F2O9P overall (ωB97M-V/def2-TZVPD).

Element x y z (Å)
C 5.37057 0.66494 0.10446
C 5.40707 2.15598 -0.11659
F 6.60200 2.64111 0.45605
P 4.08613 3.26757 0.60092
C 2.50553 2.47909 0.00967
C 1.87995 1.37969 0.84871
F 1.80724 1.76521 2.18904
H 5.55577 0.45832 1.15907
H 6.13300 0.16097 -0.48945
H 4.40360 0.25165 -0.17287
H 5.47872 2.38071 -1.18683
H 4.12156 2.68128 1.88260
H 2.69210 2.08995 -0.99718
H 1.78912 3.29440 -0.09944
H 0.86043 1.17296 0.51378
H 2.44656 0.45076 0.80303
C -1.71218 -3.44483 1.37194
O -2.45785 -2.26824 1.17150
C -1.66951 -1.09866 1.26642
C -2.34101 0.07450 0.59489
O -2.25373 0.04558 -0.82003
C -3.20867 -0.75401 -1.49757
C -4.53026 -0.05955 -1.72497
O -5.28585 -0.01258 -0.53058
C -6.30409 0.95896 -0.57143
H -1.28149 -3.48567 2.37967
H -2.39114 -4.28565 1.24616
H -0.89744 -3.52897 0.64300
H -0.69012 -1.26356 0.79704
H -1.50172 -0.85106 2.32453
H -1.79571 0.97357 0.89293
H -3.37624 0.17418 0.92877
H -3.36550 -1.70603 -0.98452
H -2.77334 -0.95080 -2.48047
H -5.08370 -0.61404 -2.49706
H -4.34566 0.95407 -2.10176
H -5.89338 1.95881 -0.75258
H -6.80347 0.94781 0.39520
H -7.04099 0.74056 -1.35372
C -5.68099 -0.25003 -9.97190
O -4.86483 -0.74937 -8.93937
C -4.11286 0.26281 -8.30138
C -3.58748 -0.21929 -6.96991
O -4.57716 -0.27494 -5.95665
C -5.37084 -1.44843 -5.91009
C -4.72132 -2.58125 -5.15168
O -3.71520 -3.20493 -5.92445
C -2.80507 -3.93734 -5.13940
H -5.08666 0.19762 -10.77748
H -6.24434 -1.08873 -10.37563
H -6.38064 0.50540 -9.59622
H -4.73430 1.15353 -8.14236
H -3.25853 0.55192 -8.93085
H -2.85868 0.51597 -6.62167
H -3.08511 -1.18241 -7.08790
H -5.66100 -1.77683 -6.91070
H -6.27098 -1.16331 -5.36058
H -5.49299 -3.31575 -4.87951
H -4.28899 -2.18218 -4.22413
H -2.31445 -3.29684 -4.39673
H -2.05227 -4.34674 -5.80988
H -3.29738 -4.76367 -4.61255
C 3.94773 -0.69627 3.96084
O 4.72140 0.09129 4.83353
C 4.40366 1.46950 4.74566
C 4.79880 2.19847 6.00760
O 3.92314 1.96272 7.09730
C 4.16366 0.79548 7.86256
C 5.22080 0.97476 8.92704
O 6.51425 0.96916 8.35715
C 7.49009 1.49891 9.22158
H 4.12156 -0.43080 2.91082
H 4.23760 -1.73425 4.11451
H 2.87685 -0.58484 4.16594
H 3.32789 1.59661 4.57371
H 4.93940 1.92402 3.90014
H 4.72145 3.26822 5.80118
H 5.83362 1.96740 6.27116
H 4.41249 -0.05561 7.22406
H 3.22065 0.58681 8.37274
H 5.12763 0.15596 9.65564
H 5.04304 1.92080 9.45476
H 7.25038 2.52912 9.50918
H 8.43798 1.48943 8.68743
H 7.59173 0.89890 10.13414

Atomic forces in eV per Å
C -0.053 0.042 0.185
C 0.193 0.170 -0.238
F -0.094 -0.042 -0.084
P 0.089 -0.135 0.169
C 0.020 -0.052 -0.047
C 0.043 0.044 -0.089
F -0.048 -0.024 -0.097
H -0.069 -0.054 0.013
H 0.063 0.046 0.012
H -0.078 -0.030 -0.046
H -0.068 -0.014 0.034
H -0.020 0.011 0.072
H -0.101 0.018 0.009
H -0.021 -0.020 -0.029
H 0.005 0.037 0.027
H 0.111 -0.017 0.094
C -0.013 -0.022 0.091
O -0.010 0.048 -0.220
C 0.080 -0.050 0.144
C -0.006 0.090 0.019
O 0.040 -0.002 0.003
C -0.043 -0.045 -0.058
C -0.051 -0.023 -0.068
O 0.149 0.088 0.066
C -0.075 -0.045 -0.022
H -0.002 0.019 0.002
H 0.005 -0.005 0.007
H -0.006 0.006 -0.005
H -0.003 -0.004 -0.017
H 0.049 -0.008 -0.002
H -0.055 0.015 0.050
H 0.001 -0.067 -0.015
H 0.000 0.022 0.020
H -0.003 -0.051 0.013
H -0.039 0.071 -0.023
H 0.007 0.001 0.002
H 0.009 -0.004 0.004
H -0.008 0.002 -0.005
H 0.012 -0.011 -0.009
C 0.038 -0.016 -0.072
O -0.080 0.002 0.130
C 0.014 0.057 -0.045
C 0.062 -0.002 -0.032
O -0.002 0.017 0.012
C -0.047 -0.043 0.005
C -0.001 -0.071 0.109
O 0.062 0.185 -0.032
C -0.025 -0.088 -0.001
H 0.017 0.003 0.012
H -0.001 0.006 -0.008
H 0.001 -0.004 0.010
H -0.010 -0.006 0.017
H -0.029 0.020 -0.034
H 0.044 -0.046 -0.002
H -0.032 -0.002 0.001
H 0.036 0.017 -0.003
H -0.037 -0.021 -0.053
H 0.021 -0.013 0.036
H -0.005 -0.009 -0.002
H -0.004 0.007 -0.005
H -0.001 -0.007 0.005
H -0.015 0.010 -0.002
C 0.035 -0.019 -0.023
O -0.096 0.005 0.100
C -0.057 0.016 -0.059
C 0.063 0.017 -0.043
O -0.008 0.007 0.008
C -0.008 -0.057 0.024
C -0.001 -0.004 0.078
O -0.053 0.113 -0.086
C 0.038 -0.061 0.034
H 0.018 0.020 -0.015
H 0.001 0.002 -0.014
H 0.000 0.006 0.009
H 0.004 0.021 0.009
H -0.014 -0.037 -0.030
H 0.061 0.004 0.011
H -0.021 -0.023 0.013
H 0.017 0.025 -0.007
H -0.001 -0.057 -0.028
H 0.030 0.020 0.030
H -0.004 0.009 -0.016
H -0.005 0.001 -0.008
H 0.004 -0.001 0.009
H -0.018 -0.007 -0.003

**Gap between HOMO and LUMO**: 9.753 eV
**Calculated total energy**: -56786.79445 eV
**HOMO**: -9.17 eV

Question: Which value of calculated total energy does entry 2 give?
Answer: -56786.79445 eV

Question: Number 1 is which compound?
Answer: C22H50P2Si2Sn

Question: The highest calculated total energy belongs to which entry?
Answer: C22H51F2O9P